Entry from OMol25: an isolated molecule of C5H6N2O in a non-equilibrium geometry (the ωB97M-V functional and the def2-TZVPD basis).

As for the structure (SMILES): [H]/N=c1\nccc(C)o1. Its charge is 0. The gap between HOMO and LUMO is 8.61 eV. For the energy above the lowest of the compared OMol25 structures with the same formula, charge and spin, the calculation gives 2.067 eV.

Geometry as XYZ:
```
14
C5H6N2O, DFT the ωB97M-V functional and the def2-TZVPD basis
O -0.290 -1.086 -0.061
N -1.943 0.644 -0.087
N -2.516 -1.444 0.184
C -0.984 1.544 -0.032
C 0.405 1.112 0.219
C 2.082 -0.821 -0.041
C 0.755 -0.192 0.132
C -1.628 -0.619 -0.074
H -1.281 2.495 -0.297
H 2.283 -1.531 -0.942
H 2.709 0.047 -0.385
H 1.142 1.945 0.334
H 2.512 -1.205 0.990
H -3.245 -0.889 0.059
```

Entry from OMol25: a cluster of 8 separate species, C14H44O8 in total in a non-equilibrium geometry (the ωB97M-V functional and the def2-TZVPD basis).

As for the structure (SMILES): CCO.CCO.CCO.CCO.CCO.CCO.CCO.O. Its charge is 0. The gap between HOMO and LUMO is 10.29 eV. For the energy above the lowest of the compared OMol25 structures with the same formula, charge and spin, the calculation gives 4.500 eV.

Geometry as XYZ:
```
66
C14H44O8, DFT the ωB97M-V functional and the def2-TZVPD basis
O -1.008 3.465 -12.030
O 6.610 7.414 -11.433
O -2.227 9.499 -21.811
O -6.237 -0.885 -11.627
O 2.967 1.251 -7.597
O 7.638 -2.449 -12.036
O -1.686 -6.375 -11.942
O 4.822 4.967 -20.645
C 6.695 -1.495 -11.729
C 6.167 8.698 -11.267
C 6.420 9.003 -9.782
C -0.164 4.825 -13.882
C -0.694 3.517 -13.409
C -2.713 10.401 -20.843
C -1.099 -4.070 -12.134
C 4.120 7.306 -20.766
C 3.172 2.260 -6.609
C -1.912 -5.088 -11.369
C -2.842 9.901 -19.555
C 6.562 -0.329 -12.707
C 4.559 2.265 -5.880
C 3.883 5.968 -21.227
H -3.691 9.231 -19.696
H -0.018 2.722 -13.724
H 5.539 8.705 -9.214
H 6.707 9.365 -11.939
H 8.053 -2.796 -11.243
H -0.811 -6.572 -11.599
H 5.725 -1.988 -11.792
H 2.844 5.684 -21.061
H 7.284 8.480 -9.373
H -1.636 3.235 -13.881
H 3.972 7.317 -19.687
H 5.234 2.063 -6.712
H -1.633 -3.742 -13.025
H 4.645 1.376 -5.255
H -1.696 -5.115 -10.301
H -0.081 -4.443 -12.249
H -2.005 11.229 -20.821
H 7.457 0.293 -12.685
H 0.925 4.820 -13.939
H 6.184 -0.522 -13.711
H 3.444 7.950 -21.329
H -0.423 5.631 -13.195
H 6.881 -1.163 -10.708
H -5.496 -0.283 -11.686
H -3.151 10.767 -18.970
H 5.147 8.888 -11.600
H 4.641 4.211 -21.209
H 5.880 0.330 -12.170
H 6.184 6.903 -10.740
H -1.998 9.307 -19.207
H 4.799 3.187 -5.352
H -1.075 -3.207 -11.468
H -3.590 10.936 -21.206
H -2.981 -4.894 -11.460
H -0.252 3.064 -11.595
H 5.165 7.612 -20.823
H 4.274 5.941 -22.244
H 3.113 0.367 -7.253
H 6.601 10.039 -9.496
H 3.277 3.214 -7.124
H 2.316 2.574 -6.012
H -2.355 9.933 -22.658
H -0.546 5.000 -14.888
H -6.161 -1.437 -12.405
```

Entry from OMol25: a cluster of 2 separate species, C10H10BrO6P in total in a non-equilibrium geometry (the ωB97M-V functional and the def2-TZVPD basis).

As for the structure (SMILES): C=CCOC(=O)OP(O)Br.O=C1C=CC(=O)C=C1. Its charge is 0. The gap between HOMO and LUMO is 6.23 eV.

Geometry as XYZ:
```
28
C10H10BrO6P, DFT the ωB97M-V functional and the def2-TZVPD basis
Br -4.263 1.494 0.084
P -6.196 0.350 -0.360
O -3.380 -1.368 -1.289
O 2.553 -0.612 0.896
O -4.753 -2.738 -0.095
O 6.371 2.485 -1.089
O -5.877 -1.093 -1.244
O -6.775 -0.050 1.224
C 3.430 0.099 0.440
C -4.669 -1.732 -0.853
C 4.068 2.036 -0.918
C 5.817 0.616 0.228
C 5.495 1.775 -0.633
C 3.108 1.257 -0.421
C -1.265 -0.335 -0.352
C -2.422 -1.448 -0.186
C 4.856 -0.163 0.726
C -0.534 -0.030 0.858
H -2.988 -1.137 0.771
H -1.128 0.494 1.682
H -6.816 -1.029 1.330
H 2.058 1.434 -0.620
H 0.565 -0.325 1.008
H 3.851 2.889 -1.550
H -1.076 0.197 -1.343
H 6.866 0.439 0.428
H -1.970 -2.486 -0.078
H 5.073 -1.016 1.357
```

Entry from OMol25: a cluster of 2 separate species, C12H17N in total in a non-equilibrium geometry (the ωB97M-V functional and the def2-TZVPD basis).

As for the structure (SMILES): Cc1c[nH]c2ccccc12.CCC. Its charge is 0. The gap between HOMO and LUMO is 8.69 eV. For the energy above the lowest of the compared OMol25 structures with the same formula, charge and spin, the calculation gives 2.513 eV.

Geometry as XYZ:
```
30
C12H17N, DFT the ωB97M-V functional and the def2-TZVPD basis
N 2.155 2.175 0.523
C -1.514 -2.147 0.865
C 0.314 0.618 -2.283
C 3.184 2.085 -0.428
C 1.262 1.219 -1.391
C 1.019 1.720 -0.092
C 2.697 1.428 -1.553
C -2.747 -2.521 1.696
C -0.281 1.676 0.451
C 3.490 0.821 -2.674
C -2.492 -2.062 3.182
C -0.939 0.675 -1.709
C -1.259 1.152 -0.363
H -1.735 0.162 -2.154
H -1.466 -1.677 3.313
H 0.521 0.033 -3.226
H -1.787 -1.060 0.668
H 4.449 1.319 -2.813
H 2.895 0.686 -3.536
H -0.435 -1.995 1.213
H -3.060 -3.505 1.627
H -0.628 2.167 1.346
H 3.493 -0.236 -2.421
H -1.532 -2.743 -0.073
H -2.611 -3.061 3.741
H -2.308 1.313 0.012
H 2.057 2.577 1.469
H -3.186 -1.338 3.453
H -3.699 -1.887 1.424
H 4.146 2.404 -0.267
```

Entry from OMol25: a structure of composition C21H21BaBr4F6N3O3S (the ωB97M-V functional and the def2-TZVPD basis).

Its charge is -2. The gap between HOMO and LUMO is 5.56 eV. For the energy above the lowest of the compared OMol25 structures with the same formula, charge and spin, the calculation gives 0.000 eV.

Geometry as XYZ:
```
60
C21H21BaBr4F6N3O3S, DFT the ωB97M-V functional and the def2-TZVPD basis
Ba -1.222 0.819 -0.910
Br 1.122 -6.499 -1.177
Br 3.908 -1.484 -1.066
Br 3.983 -4.823 -0.982
Br -1.748 -4.784 -1.303
S -3.412 2.267 -3.219
F -0.766 6.141 1.844
F -1.251 3.173 3.203
F 0.562 4.449 1.635
F -0.178 5.461 -0.121
F -2.701 4.774 3.137
F -3.220 2.816 2.392
O 1.097 -0.453 -1.108
O -1.370 2.940 0.370
O -1.263 -1.835 -1.238
N 1.554 -1.348 2.102
N -0.452 -0.138 1.840
N -1.317 0.778 -3.906
C 2.366 -0.145 2.027
C -1.741 4.057 1.003
C -0.528 5.025 1.104
C -0.585 0.054 -4.755
C -0.902 -0.126 -6.085
C -0.155 -2.475 -1.235
C 1.110 -1.738 -1.156
C 2.325 -3.904 -1.120
C 0.198 -1.245 1.967
C -0.608 -2.517 1.973
C 2.461 -3.065 3.674
C -2.842 1.224 -5.691
C -2.067 0.486 -6.553
C -2.457 1.367 -4.333
C -2.219 3.710 2.441
C 2.235 -2.627 2.229
C 1.135 -4.598 -1.187
C -2.884 4.810 0.296
C 2.292 -2.495 -1.121
C -0.075 -3.878 -1.263
C 2.411 0.657 3.329
H -2.366 0.374 -7.591
H 2.896 0.086 4.124
H 3.195 -2.537 1.717
H -2.600 4.923 -0.748
H 3.116 -2.366 4.199
H -3.774 4.182 0.333
H 1.998 0.469 1.201
H 0.302 -0.408 -4.329
H -0.559 -2.995 2.956
H -1.638 -2.259 1.749
H 2.968 1.584 3.181
H -0.273 -0.728 -6.726
H -3.755 1.702 -6.020
H 3.371 -0.450 1.740
H 2.925 -4.054 3.698
H -0.264 -3.230 1.226
H 0.149 0.679 1.945
H 1.517 -3.114 4.218
H 1.408 0.919 3.668
H 1.688 -3.393 1.684
H -3.102 5.782 0.740
```

Entry from OMol25: a cluster of 11 separate species, C41H82N3O22P3S5 in total in a non-equilibrium geometry (the ωB97M-V functional and the def2-TZVPD basis).

Its charge is +1. The gap between HOMO and LUMO (spin up / spin down) is 7.01 / 3.09 eV. As for the spin multiplicity: 2.

Geometry as XYZ:
```
156
C41H82N3O22P3S5, DFT the ωB97M-V functional and the def2-TZVPD basis
S 6.170 1.606 -2.641
S 3.957 -1.816 1.547
S 2.576 2.655 -4.877
S -2.676 -0.458 -5.073
S 1.155 0.114 4.545
P -3.217 5.035 -2.137
P -5.144 -3.016 4.189
P -0.916 -5.619 0.409
O -4.116 -0.252 -4.931
O -6.583 -3.082 3.987
O 1.913 -1.072 4.807
O -0.211 0.132 4.005
O -4.421 -1.773 3.406
O 5.450 2.681 -3.289
O 5.093 -1.187 0.881
O -1.534 -6.300 1.752
O -4.269 6.203 -1.728
O -0.119 -6.502 -0.531
O 2.629 1.332 -4.232
O -4.089 3.785 -2.591
O 6.949 1.790 -1.427
O -2.639 4.643 -0.665
O -4.434 -4.388 3.550
O 3.455 3.129 -5.947
O -2.180 -4.932 -0.336
O -1.808 0.710 -5.206
O 2.737 -1.082 1.862
O -2.210 5.463 -3.142
O -0.072 -4.358 0.937
O -4.452 -3.007 5.656
N -4.789 3.069 3.032
N 0.246 0.054 0.440
N 3.588 4.718 1.345
C -4.827 -4.988 2.313
C -0.502 0.992 -1.489
C 0.948 4.351 -3.442
C -1.475 1.203 -0.491
C 2.469 3.948 -3.532
C -5.511 5.918 -1.190
C 2.522 2.011 5.971
C -4.487 -4.201 6.514
C -3.051 -1.563 3.558
C 6.178 -0.017 -4.727
C 2.338 4.271 1.032
C 4.407 -4.250 2.619
C -0.508 -3.475 1.948
C -1.371 -2.663 -5.811
C 5.075 0.093 -2.507
C -3.768 3.493 2.191
C -1.835 -2.924 -4.349
C -4.290 2.342 4.072
C -2.636 3.085 2.754
C 5.380 -0.813 -3.734
C 0.869 2.794 -5.475
C 2.590 2.576 4.554
C 0.508 0.228 -0.903
C 4.465 3.804 0.834
C -1.867 -7.685 1.770
C 3.320 -4.444 1.572
C 3.457 -3.337 0.564
C -3.501 2.778 -3.394
C -1.956 -1.498 -3.757
C -2.416 -1.709 -6.385
C -1.012 0.571 0.692
C -3.071 -5.785 -1.059
C -1.626 5.390 0.046
C 7.181 0.799 -3.952
C -2.907 2.362 3.880
C 0.353 4.136 -4.901
C 1.214 1.131 6.085
C 3.822 2.622 0.400
C 2.470 3.002 0.413
C 4.434 -2.739 3.019
C 2.248 1.385 3.650
H 0.341 1.782 6.035
H -0.448 1.509 -2.435
H 0.755 5.392 -3.183
H 2.651 -3.138 -0.143
H 0.444 3.723 -2.707
H -3.152 -5.424 -2.084
H -1.195 -3.673 -3.883
H -1.654 3.230 2.329
H -4.002 4.094 1.325
H -4.652 -3.834 7.527
H 1.571 2.440 0.207
H -5.614 4.885 -0.856
H 4.020 -4.856 3.439
H 2.801 3.454 -2.619
H 0.045 -3.488 2.887
H 0.711 4.933 -5.553
H 4.049 0.461 -2.479
H 7.621 1.667 -4.444
H 4.318 -3.607 -0.047
H -2.427 -1.391 -2.780
H 5.828 -1.756 -3.421
H -2.923 -0.884 4.401
H -5.560 -5.767 2.525
H -1.540 -3.733 2.182
H -0.358 -2.442 1.635
H -5.287 -4.235 1.672
H -5.717 6.520 -0.306
H -2.217 1.964 4.609
H 1.913 3.422 4.435
H 5.246 -2.308 3.604
H 5.575 0.692 -5.294
H 2.037 1.500 2.587
H -0.803 4.679 0.120
H -4.041 -5.833 -0.563
H -2.844 -3.333 -4.301
H 3.365 1.352 6.178
H -2.372 -2.413 3.624
H 5.373 -4.742 2.501
H -1.476 0.492 1.664
H 4.465 -1.138 -4.228
H 3.398 -5.448 1.156
H 2.346 -4.313 2.042
H 6.655 -0.600 -5.514
H -1.664 -8.097 0.781
H -2.701 -0.987 2.702
H -3.984 -5.441 1.791
H -3.380 -2.217 -6.356
H 1.040 0.377 6.853
H 4.326 1.700 0.149
H 3.567 3.049 4.455
H 0.706 2.641 -6.542
H 7.874 0.137 -3.432
H -1.868 5.661 1.073
H 1.397 -0.206 -1.335
H -1.349 -3.588 -6.387
H -4.857 1.936 4.897
H -2.139 -1.257 -7.337
H -4.245 2.420 -4.106
H 5.513 4.055 0.909
H -3.498 -4.660 6.509
H -0.365 -2.246 -5.851
H 1.431 4.765 1.348
H -0.734 4.209 -4.948
H -3.196 1.943 -2.763
H -2.667 3.097 -4.019
H -2.422 1.719 -0.538
H 2.710 2.743 6.757
H -2.672 -6.799 -1.045
H -6.278 6.205 -1.910
H -5.332 -4.833 6.239
H 0.771 -0.417 1.162
H -0.951 -1.119 -3.568
H 3.727 5.618 1.781
H -2.937 -7.729 1.973
H 5.276 -0.437 -1.576
H 0.378 2.008 -4.902
H 3.117 4.805 -3.714
H 3.613 -2.540 3.708
H -1.373 -8.356 2.473
H 3.225 0.916 3.533
H -1.224 6.257 -0.478
H -5.749 3.362 2.919
```

- Number 2 is which compound?
  C14H44O8

- Which of these has the lowest charge?
  C21H21BaBr4F6N3O3S

- The highest charge belongs to which entry?
  C41H82N3O22P3S5

- Look up the charge of the first one.
  0